Here is C44H37Br2N6O4PS2Y as an isolated structure from the OMol25 dataset. Energies are from ωB97M-V/def2-TZVPD.

CARTESIAN COORDINATES (ANGSTROEM)
1 Y 0.14381 -0.15816 0.05873
2 Br 1.91270 -2.62397 6.45591
3 C 1.63650 -1.63679 4.86134
4 C 0.63822 -0.67246 4.79411
5 C 0.41826 -0.06181 3.57140
6 N 1.12257 -0.32378 2.47432
7 C 2.13971 -1.19729 2.56257
8 C 2.40938 -1.89469 3.73896
9 C 2.94113 -1.39782 1.33760
10 C 3.80999 -2.47727 1.19566
11 C 4.47857 -2.64425 -0.00871
12 Br 5.59826 -4.14507 -0.26312
13 C 4.32034 -1.69670 -1.00970
14 C 3.45274 -0.64187 -0.76603
15 N 2.74934 -0.50618 0.35198
16 H 0.03754 -0.43145 5.65656
17 H -0.37596 0.66610 3.46883
18 H 3.19848 -2.62657 3.79660
19 H 3.94816 -3.20404 1.97993
20 H 4.84357 -1.78707 -1.94749
21 H 3.30845 0.13606 -1.50852
22 N -0.85199 2.25595 1.32412
23 C -1.96392 2.32624 2.21925
24 C -2.11029 3.36683 3.12802
25 C -3.24560 3.44518 3.91457
26 C -4.22616 2.46928 3.81594
27 C -4.05195 1.39238 2.96706
28 C -2.92185 1.31016 2.16236
29 P -2.57283 -0.12632 1.07477
30 C -3.17804 -1.46120 2.15996
31 C -2.23133 -2.13870 2.92130
32 C -2.62858 -3.08188 3.85065
33 C -3.97574 -3.34434 4.03918
34 C -4.92051 -2.69574 3.26232
35 C -4.52827 -1.75905 2.32135
36 C -3.88706 0.03537 -0.17357
37 C -4.36472 1.28156 -0.57090
38 C -5.36324 1.36166 -1.52563
39 C -5.88938 0.20770 -2.08288
40 C -5.39052 -1.03234 -1.71520
41 C -4.38304 -1.12237 -0.77234
42 H -1.12348 2.68135 0.43506
43 H -0.07518 2.81658 1.67923
44 H -1.34304 4.12563 3.19069
45 H -3.36935 4.27823 4.58871
46 H -5.12340 2.54490 4.40984
47 H -4.79797 0.61335 2.91996
48 H -1.17792 -1.94311 2.75118
49 H -1.89057 -3.62225 4.42506
50 H -4.29028 -4.06997 4.77313
51 H -5.96760 -2.92885 3.38243
52 H -5.27320 -1.27592 1.70467
53 H -3.97481 2.18659 -0.12409
54 H -5.73470 2.32624 -1.83597
55 H -6.68041 0.27431 -2.81290
56 H -5.78600 -1.93049 -2.16467
57 H -3.97703 -2.08089 -0.47908
58 S 0.67210 1.27080 -2.24803
59 C 1.28714 2.60683 -1.39660
60 N 1.41906 2.60273 -0.10037
61 C 1.82966 3.83297 0.35535
62 C 2.00343 4.21243 1.68484
63 C 2.36086 5.51516 1.97202
64 C 2.54839 6.45608 0.96384
65 C 2.37118 6.10428 -0.36075
66 C 2.01881 4.79968 -0.65396
67 S 1.69977 4.09659 -2.21835
68 H 1.86482 3.48825 2.47557
69 H 2.48193 5.81449 3.00118
70 H 2.82176 7.46952 1.21616
71 H 2.47527 6.82808 -1.15149
72 O 4.45303 -2.19505 -6.32535
73 C 4.24550 -2.83600 -5.11063
74 N 2.99111 -2.44859 -4.48976
75 C 1.88747 -3.23900 -4.55356
76 O 1.88737 -4.37301 -4.97365
77 C 0.65233 -2.61133 -3.98340
78 C -0.58016 -2.78650 -4.60259
79 C -1.69921 -2.24210 -3.99975
80 C -1.55850 -1.55909 -2.80275
81 N -0.38703 -1.40962 -2.19043
82 C 0.69114 -1.92369 -2.77968
83 H 3.90463 -2.59522 -7.01007
84 H 5.07054 -2.52405 -4.46367
85 H 4.23269 -3.92831 -5.20473
86 H 2.87184 -1.46393 -4.29896
87 H -0.64192 -3.33202 -5.53170
88 H -2.67478 -2.35601 -4.43945
89 H -2.41533 -1.13659 -2.29303
90 H 1.62955 -1.81413 -2.24546
91 C -0.11073 -4.57615 0.19927
92 C -0.25680 -3.07111 0.17685
93 O -1.36385 -2.51224 0.12903
94 O 0.81658 -2.38308 0.21252
95 H -1.05648 -5.05330 -0.03583
96 H 0.21641 -4.88310 1.19139
97 H 0.65988 -4.86788 -0.51026

The value obtained for the gap between HOMO and LUMO is 7.03 eV. The calculation puts the total energy at -235448.991 eV. The total charge is +1. As for the energy above the lowest of the compared OMol25 structures with the same formula, charge and spin: 99.5 kJ/mol. The lowest unoccupied orbital energy is -3.17 eV. The calculation puts the HOMO energy at -0.37485 hartree.